Density functional theory data (the ωB97M-V functional and the def2-TZVPD basis) for a single C3H7FN2O2 molecule in a non-equilibrium geometry.

Properties
- strongest force on any atom (eV/Å) = 2.530
- net charge = 0
- lowest unoccupied orbital energy (eV) = 0.56
- SMILES string = NC(=O)N(O)CCF
- ΔE to the lowest compared entry with this formula, charge and spin (eV) = 2.200

Last column: natural (NBO) charge in e.
Positions of all 15 atoms, in Å:
H  -2.981  -0.481  0.987  0.171
H  -0.766  -0.104  1.880  0.191
H  -0.695  -1.447  0.699  0.255
H  0.577  1.816  1.110  0.459
H  -2.405  1.209  0.365  0.189
H  2.250  1.253  -1.024  0.393
O  1.628  -1.599  0.228  -0.611
C  -0.882  -0.345  0.790  -0.289
N  0.165  0.253  -0.080  -0.174
C  -2.264  0.084  0.293  0.038
O  0.222  1.678  0.170  -0.563
N  2.474  0.460  -0.387  -0.840
C  1.404  -0.422  -0.076  0.761
F  -2.443  -0.415  -1.017  -0.365
H  3.195  -0.043  -0.822  0.386

Density functional theory data (the ωB97M-V functional and the def2-TZVPD basis) for 2 unconnected molecules or ions with the total composition C3H7FN3 in a non-equilibrium geometry.

Properties
- strongest force on any atom (eV/Å) = 2.077
- net charge = +1
- lowest unoccupied orbital energy (eV) = -3.22
- ΔE to the lowest compared entry with this formula, charge and spin (eV) = 0.942

Last column: natural (NBO) charge in e.
Positions of all 14 atoms, in Å:
H  -0.818  -1.528  0.086  0.458
H  1.806  2.295  0.029  0.252
H  3.215  1.405  -0.563  0.257
N  0.227  -1.712  -0.140  -0.805
H  -1.838  0.541  -1.142  0.167
H  0.558  -2.634  -0.382  0.454
H  -2.764  -1.028  1.158  0.409
N  -2.151  -0.802  0.377  -0.727
H  2.724  1.250  1.149  0.240
N  1.534  0.311  -0.253  -0.287
C  2.369  1.366  0.125  -0.442
C  -2.419  0.223  -0.278  0.571
C  0.987  -0.712  -0.138  0.736
F  -3.429  1.025  -0.030  -0.282

Density functional theory data (the ωB97M-V functional and the def2-TZVPD basis) for 2 unconnected molecules or ions with the total composition C3H7FNO3S in a non-equilibrium geometry.

Properties
- strongest force on any atom (eV/Å) = 3.679
- net charge = -1
- lowest unoccupied orbital energy (eV) = 3.55
- ΔE to the lowest compared entry with this formula, charge and spin (eV) = 0.000

Last column: natural (NBO) charge in e.
Positions of all 16 atoms, in Å:
C  -0.113  2.582  0.874  0.221
H  -0.565  1.121  2.413  0.197
O  3.669  -1.359  -1.334  -1.028
C  -1.264  0.457  0.593  -0.607
C  -0.604  1.489  1.404  -0.265
H  -2.348  0.515  0.777  0.182
H  1.269  -2.861  -2.436  0.463
O  1.938  -0.876  -3.068  -1.033
O  1.952  -2.951  -1.835  -0.906
H  -0.872  -0.484  0.977  0.232
N  1.304  -0.780  -0.650  -1.291
S  2.244  -1.333  -1.693  2.426
H  -1.096  0.589  -0.386  0.228
H  -0.390  2.876  -0.086  0.147
H  1.894  -0.336  0.138  0.371
F  0.511  3.561  1.491  -0.339

Density functional theory data (the ωB97M-V functional and the def2-TZVPD basis) for a molecular structure, C3H7FNO6S2 in a non-equilibrium geometry.

Properties
- strongest force on any atom (eV/Å) = 1.741
- net charge = -1
- lowest unoccupied orbital energy (eV) = 3.26
- ΔE to the lowest compared entry with this formula, charge and spin (eV) = 0.547

Last column: natural (NBO) charge in e.
Positions of all 20 atoms, in Å:
O  0.256  -2.311  -2.131  -1.010
H  -2.401  -0.100  2.169  0.181
C  1.523  -0.123  -1.758  -0.382
S  -1.178  0.454  0.139  2.270
C  -1.394  0.203  1.938  -0.036
H  2.568  -2.041  -2.254  0.465
O  3.110  -1.775  -1.493  -0.456
O  -0.186  1.495  0.004  -1.010
S  -0.069  -0.962  -1.791  2.298
O  2.411  -0.708  -0.870  -0.261
H  1.865  -0.124  -2.783  0.190
F  -0.581  -0.852  2.311  -0.360
C  -0.922  1.382  2.689  -0.644
O  -2.471  0.863  -0.318  -0.981
H  0.110  1.583  2.482  0.239
O  -0.822  -0.287  -2.800  -0.982
H  -1.004  1.131  3.736  0.203
N  -0.698  -0.981  -0.336  -1.197
H  -1.532  2.252  2.521  0.223
H  1.416  0.900  -1.456  0.249